No. 1
115
Properties=species:S:1:pos:R:3:mulliken_charge:R:1 method="wB97M-V/def2-TZVPD" lumo_energy_ev=-4.535 homo_lumo_gap_ev=5.3 total_charge=+1
C -0.72722 1.94591 4.70467 -0.96
C -0.76761 0.45744 4.26440 -0.35
C 0.48715 -0.31915 4.68418 -1.19
C 1.77874 0.21916 3.99739 0.94
C 2.46469 1.34693 4.82088 -0.74
C 3.98398 1.31652 4.55545 0.36
C 4.70670 2.61478 4.99677 -1.11
C 4.89569 3.61633 3.82340 -0.38
C 6.33425 3.61295 3.24713 -0.89
C 6.86525 2.19996 2.89968 0.15
C 7.63678 2.09885 1.57065 -1.26
C 6.86725 2.68335 0.35361 -1.20
C 5.44397 2.05994 0.34894 1.32
C 4.99278 1.70607 -1.08661 -2.02
C 3.46956 1.78158 -1.31103 -0.93
C 2.62396 1.03375 -0.23955 0.50
C 1.73977 -0.06486 -0.74581 0.43
C 1.85364 -1.36007 -0.25523 0.52
C 2.86089 -1.72950 0.82744 -0.79
C 4.32956 -1.59148 0.38925 1.82
O 5.13567 -1.56092 1.55711 -0.68
C 4.81914 -2.79702 -0.43501 0.52
F 6.16203 -2.83766 -0.34651 -0.26
F 4.54878 -2.63700 -1.74695 -0.27
F 4.36524 -3.97478 0.01006 -0.28
C 1.02213 -2.40844 -0.71430 -0.74
N 0.11877 -2.20559 -1.62980 -1.30
N 0.00832 -0.95999 -2.06105 1.02
P -1.29364 -0.77174 -3.24632 0.26
O -2.24183 0.24543 -2.79160 -0.40
O -2.05495 -2.13638 -3.47348 -0.40
O -0.58868 -0.27963 -4.57874 -0.45
C 0.70781 0.12863 -1.72683 0.91
C 0.45430 1.50395 -2.27385 -2.05
C -0.15348 2.46419 -1.18077 0.91
N -0.59248 1.72868 0.01301 -0.37
N -1.33122 3.11757 -1.79364 -0.90
N 0.75378 3.54958 -0.80728 -0.42
H -0.23592 1.97837 5.68017 0.27
H -1.72621 2.37898 4.76642 0.40
H -0.13369 2.49225 3.96371 0.12
H -1.64960 0.02597 4.75554 0.41
H -0.94046 0.36575 3.18440 0.15
H 0.39670 -1.38035 4.42060 0.35
H 0.61608 -0.25937 5.77031 0.39
H 2.46573 -0.62357 3.83917 0.12
H 1.49736 0.61141 3.00666 -0.52
H 2.21892 1.16643 5.86923 0.37
H 2.09490 2.30817 4.45313 0.19
H 4.44341 0.43796 5.02373 0.47
H 4.07598 1.23212 3.46206 -0.60
H 5.68502 2.31357 5.38746 0.44
H 4.16891 3.12706 5.80068 0.47
H 4.14969 3.44735 3.03595 0.04
H 4.74368 4.61481 4.25091 0.39
H 6.33631 4.31239 2.40545 0.32
H 6.98808 4.03030 4.02015 0.46
H 6.06649 1.45733 2.91063 -0.25
H 7.54957 1.90819 3.70521 0.60
H 7.75872 1.02528 1.35813 0.36
H 8.64949 2.51076 1.63174 0.47
H 6.79885 3.76426 0.49848 0.33
H 7.41325 2.44727 -0.56282 0.53
H 4.72944 2.79413 0.73762 0.11
H 5.45159 1.12554 0.92048 -0.30
H 5.43899 2.45304 -1.75609 0.61
H 5.36735 0.73965 -1.44949 0.32
H 3.17875 2.83375 -1.36523 0.36
H 3.25481 1.37094 -2.30691 0.56
H 3.32931 0.62071 0.47973 -0.48
H 2.00946 1.72239 0.34782 0.66
H 2.69065 -2.77569 1.10398 0.85
H 2.61316 -1.14461 1.71890 -0.71
H 4.54973 -0.69299 -0.19122 -1.07
H 4.59248 -1.39841 2.33463 0.47
H 1.11337 -3.41676 -0.32393 0.54
H -2.32636 -2.46753 -2.60010 0.34
H -1.30398 -0.24326 -5.23973 0.37
H 1.36244 1.97773 -2.64270 0.41
H -0.25570 1.54926 -3.09461 0.74
H -1.30204 1.04121 -0.21679 0.16
H -0.99229 2.37610 0.68281 0.34
H -1.75409 3.72505 -1.09966 0.29
H -2.01890 2.42244 -2.07255 0.26
H 0.35672 4.40835 -1.17511 0.33
H 0.71845 3.64080 0.20510 0.27
O -8.74820 -3.02110 -1.07864 -0.85
P -7.89153 -2.65777 -2.27034 0.91
N -9.12023 -2.02446 -3.28526 0.06
C -9.11763 -2.04861 -4.73156 -0.81
C -9.66568 -0.75312 -2.81509 -1.12
N -7.48902 -4.29835 -2.71210 0.14
C -8.45283 -5.09528 -3.45994 -1.11
C -6.99987 -5.07236 -1.57279 -1.17
N -6.56305 -2.03037 -3.29222 0.09
C -5.73863 -2.87258 -4.14249 -0.79
C -5.68340 -1.13762 -2.51377 -1.11
H -8.44745 -1.29556 -5.17101 0.29
H -10.12611 -1.84921 -5.09964 0.37
H -8.84311 -3.02100 -5.13270 0.17
H -8.98683 0.08339 -3.03955 0.34
H -9.82963 -0.77818 -1.73722 0.33
H -10.63168 -0.55092 -3.27958 0.36
H -9.47301 -5.00802 -3.06831 0.33
H -8.17310 -6.14996 -3.44307 0.39
H -8.45814 -4.82205 -4.51654 0.27
H -7.81281 -5.43042 -0.93330 0.35
H -6.33002 -4.47018 -0.95158 0.36
H -6.42824 -5.93558 -1.92374 0.35
H -5.12844 -3.58844 -3.58178 0.22
H -5.06338 -2.23042 -4.71890 0.37
H -6.33696 -3.41292 -4.87162 0.24
H -5.08164 -1.70175 -1.78637 0.27
H -6.28170 -0.40609 -1.96147 0.39
H -5.01180 -0.57295 -3.16312 0.37


No. 2
9
Properties=species:S:1:pos:R:3:mulliken_charge:R:1 method="wB97M-V/def2-TZVPD" smiles="N=C1N=CC=N1" lumo_energy_ev=-1.243 homo_lumo_gap_ev=9.4 total_charge=0
N -1.90810 0.13435 -0.05504 -0.45
C -0.68755 -0.04231 -0.03795 0.38
N 0.01166 1.15336 0.08722 -0.44
C 1.23536 0.77888 -0.02906 0.03
C 1.30225 -0.77792 -0.08290 0.02
N 0.04514 -1.16146 0.17432 -0.49
H -2.55894 -0.82075 -0.23960 0.31
H 2.09705 1.48568 -0.03270 0.35
H 2.32058 -1.30054 -0.27376 0.29


No. 3
87
Properties=species:S:1:pos:R:3:mulliken_charge:R:1 method="wB97M-V/def2-TZVPD" lumo_energy_ev=-7.833 homo_lumo_gap_ev=2.8 total_charge=+1
Zr -4.23343 0.10717 -1.79181 1.55
Zr 1.37535 -4.88417 3.72637 1.52
N 0.24909 0.21526 -2.13602 -0.31
S 1.38722 0.01486 -3.26496 1.04
O 2.29192 -1.11904 -3.08510 -0.54
O 1.75876 1.18321 -4.03118 -0.54
F 0.26600 -0.68794 -4.19159 -0.32
S 1.54284 0.52901 -0.97143 1.02
O 2.74233 1.33579 -1.22599 -0.50
O 1.64938 -0.67302 -0.10998 -0.57
F 0.72553 1.59281 -0.09024 -0.26
B -4.68104 3.93806 -2.03260 0.13
H -4.29713 3.56074 -1.09747 -0.26
H -4.89910 4.99473 -2.04437 -0.06
H -3.91045 3.75163 -2.76451 -0.14
H -5.55355 3.38141 -2.33770 -0.25
B 5.05490 -5.27066 2.35659 0.08
H 5.99218 -5.61122 1.94456 -0.04
H 4.27596 -5.17659 1.61587 -0.21
H 4.70347 -5.97105 3.09832 -0.23
H 5.16966 -4.31347 2.84121 -0.12
O -4.25677 -0.44750 3.36266 -0.36
C -4.38722 -0.69748 4.74387 -0.23
C -3.13933 -0.70858 5.65566 -0.12
O -2.08558 -1.64644 5.44423 -0.39
H -4.93912 -1.61835 4.93224 0.27
H -5.11295 0.02015 5.12654 0.30
H -3.55093 -0.83515 6.65701 0.26
H -2.63318 0.25676 5.66025 0.27
O -1.78252 -5.89848 -0.42243 -0.38
C -2.38294 -6.55994 -1.56033 -0.22
C -3.79620 -6.12282 -2.27700 -0.13
O -4.07307 -4.72270 -2.47628 -0.40
H -2.44176 -7.61691 -1.30063 0.30
H -1.60164 -6.49850 -2.31788 0.28
H -4.53760 -6.60528 -1.64009 0.26
H -3.87693 -6.67341 -3.21424 0.29
C -7.73253 -1.73859 -8.91899 -1.08
C -6.23818 -1.71726 -9.32758 -0.18
O -5.82652 -0.36949 -9.49030 -0.31
C -5.54608 0.56886 -8.44019 0.40
O -5.54124 0.24006 -7.22246 -0.60
C -5.31638 1.92919 -9.09679 0.89
F -6.36536 2.64423 -8.72514 -0.23
F -4.15814 2.46010 -8.67727 -0.23
F -5.30917 1.90157 -10.41101 -0.22
H -8.13991 -2.73181 -9.10783 0.34
H -8.26834 -0.92577 -9.40923 0.32
H -7.77815 -1.32395 -7.91197 0.30
H -5.93813 -2.30647 -10.19412 0.36
H -5.71168 -2.08546 -8.44705 0.25
C 7.74163 6.20024 4.81757 -1.08
C 7.25594 4.78246 4.98686 -0.22
O 6.51247 4.62734 6.22276 -0.22
C 5.55489 3.60277 6.27010 0.39
O 5.38427 2.73721 5.40005 -0.54
C 4.64838 3.58751 7.59081 0.83
F 4.78492 2.28602 7.96335 -0.24
F 5.10912 4.44402 8.50070 -0.22
F 3.36497 3.87303 7.38555 -0.23
H 8.69406 6.32886 5.33179 0.28
H 7.04041 6.94819 5.18763 0.32
H 7.83690 6.35732 3.74317 0.34
H 8.13211 4.13464 4.95933 0.27
H 6.66143 4.50714 4.11573 0.32
C -4.02840 6.62550 6.35415 -0.22
C -5.46756 6.79983 5.91638 -0.29
O -6.17113 7.02932 7.19038 -0.33
S -5.49965 6.04232 8.35066 1.09
O -5.99675 4.68452 8.13491 -0.53
O -5.52270 6.65875 9.69984 -0.50
O -4.02026 6.13709 7.63475 -0.30
H -3.57033 7.61326 6.30314 0.27
H -3.47532 5.93551 5.71687 0.27
H -5.83994 5.88614 5.45313 0.24
H -5.73280 7.63597 5.26939 0.31
C 8.53199 -4.94971 -3.91634 -0.27
C 7.79184 -6.27854 -4.27361 -0.27
O 8.70150 -7.31056 -4.32963 -0.32
S 10.23616 -6.85233 -3.84533 1.08
O 11.27680 -7.42761 -4.66211 -0.50
O 10.34410 -6.95241 -2.37068 -0.52
O 9.91231 -5.25652 -4.25586 -0.34
H 8.24976 -4.72548 -2.88766 0.26
H 8.19850 -4.16536 -4.59582 0.32
H 7.23366 -6.17396 -5.20399 0.26
H 6.98439 -6.44055 -3.55955 0.28


No. 4
71
Properties=species:S:1:pos:R:3:mulliken_charge:R:1 method="wB97M-V/def2-TZVPD" smiles=c1ccncc1.c1ccncc1.c1ccncc1.c1ccncc1.CCO.CCO.CCO lumo_energy_ev=0.584 homo_lumo_gap_ev=10.0 total_charge=0
C -3.12227 3.82862 5.02265 -0.23
C -2.93291 3.63164 3.68537 -0.79
C -1.92515 2.81072 3.27187 0.13
N -1.15734 2.09440 4.08481 -0.14
C -1.31469 2.29403 5.34984 -0.21
C -2.27929 3.15798 5.84936 -0.56
H -3.90361 4.41313 5.41229 0.45
H -3.49377 4.25619 2.99669 0.37
H -1.62303 2.65194 2.20038 0.18
H -0.62713 1.73885 5.94250 0.43
H -2.34963 3.14530 6.93270 0.34
C -3.02496 -1.57421 3.46461 -0.47
C -2.86391 -1.63060 2.07060 -0.73
C -1.70958 -2.00185 1.50460 -0.18
N -0.61151 -2.22844 2.20566 -0.19
C -0.70539 -2.18321 3.55007 -0.20
C -1.84688 -1.80895 4.16656 -0.38
H -3.92976 -1.20341 3.91932 0.43
H -3.70035 -1.56100 1.43197 0.44
H -1.54304 -2.03138 0.46848 0.55
H 0.24071 -2.50618 4.10472 0.28
H -1.75072 -1.74108 5.22223 0.43
C 6.06270 1.66309 0.03052 -0.29
C 5.54206 1.73814 1.30573 -0.46
C 4.25804 2.33449 1.51571 -0.18
N 3.43746 2.74624 0.56112 -0.36
C 3.95152 2.63703 -0.68490 -0.07
C 5.25467 2.17526 -1.00106 -0.63
H 6.97816 1.20924 -0.23346 0.45
H 6.07648 1.47264 2.23383 0.34
H 3.86068 2.42212 2.54299 0.36
H 3.28424 3.04780 -1.47096 0.27
H 5.48055 2.15674 -2.05589 0.37
C -0.50205 -5.20590 -0.79028 0.00
C 0.45055 -4.15917 -0.77761 -0.63
C 0.55594 -3.34597 -1.98118 -0.40
N -0.16788 -3.61542 -3.07811 -0.37
C -0.95814 -4.71980 -3.05891 -0.02
C -1.15831 -5.54545 -1.95561 -0.68
H -0.70977 -5.85971 0.08233 0.35
H 0.95711 -3.88124 0.12162 0.39
H 1.17942 -2.49136 -2.04502 0.61
H -1.51542 -4.92492 -3.97472 0.35
H -1.98455 -6.27811 -1.99132 0.32
C -0.11336 1.75274 -3.17243 -0.75
C 0.33962 3.00719 -2.41968 0.34
O -0.70908 3.25360 -1.39520 -0.59
H -1.20475 1.88875 -3.33430 0.28
H 0.03107 0.84392 -2.58793 0.11
H 0.44009 1.63044 -4.13270 0.32
H 0.24297 3.79946 -3.15512 0.37
H 1.33558 2.93268 -1.95930 -0.36
H -0.40000 2.88413 -0.51779 0.38
C 1.42521 -0.15399 0.82444 -0.57
C 0.64734 0.92541 1.64953 0.02
O 0.59102 2.10069 0.94362 -0.36
H 2.33677 0.31618 0.48272 0.40
H 0.69994 -0.52661 0.04239 -0.15
H 1.70008 -0.91323 1.52738 0.34
H 1.00570 1.06309 2.67022 0.23
H -0.40566 0.64658 1.81869 -0.09
H 1.46869 2.54882 0.90105 0.28
C -2.40837 -1.63315 -6.32753 -1.04
C -0.99681 -1.33654 -5.89255 0.00
O -0.10151 -2.43838 -5.96359 -0.53
H -2.35251 -2.24850 -7.29409 0.24
H -2.92121 -0.73151 -6.56832 0.35
H -2.99395 -2.22787 -5.57871 0.28
H -1.03851 -0.83552 -4.91241 0.11
H -0.56274 -0.73578 -6.68749 0.31
H -0.21490 -2.94081 -5.11300 0.38


| no. | HOMO energy (eV) |
| --- | --- |
| 1 | -9.805 |
| 2 | -10.690 |
| 3 | -10.676 |
| 4 | -9.382 |